Molecular formula: C42H31BrCoN4O4Si
Method: DFT, wB97M-V/def2-TZVPD

```
84
Properties=species:S:1:pos:R:3:mulliken_charge:R:1
Br 4.05952 1.86069 6.26798 -0.293
Co -0.73383 1.20977 0.62421 0.065
Si 0.00005 -1.73949 -1.84661 -0.143
O -0.42746 2.29424 2.26297 -0.323
O -1.28857 -0.55132 1.50417 -0.254
O -0.46190 2.56050 -0.73071 -0.322
O -5.30620 -0.03716 2.86980 -0.693
N -2.55493 1.52857 0.61120 1.612
N 0.13530 0.09050 -2.09623 1.389
N 1.25611 0.54756 0.59772 1.315
N -3.21906 0.70337 1.41306 -1.002
C 1.46667 1.34199 -4.23595 -1.243
C -1.28128 5.96860 -1.64974 -0.286
C -2.48218 -0.30419 1.92300 0.575
C 1.42579 0.60121 -1.87549 0.053
C 0.00883 1.23994 -4.22392 -0.837
C -3.21686 2.62003 0.13794 -0.412
C -2.74856 -2.85311 4.64746 -0.551
C 2.12170 0.98977 -3.04193 1.600
C 2.02540 0.67231 -0.59800 -0.652
C -0.55001 4.85710 -1.30501 -0.893
C -3.12323 -1.12603 2.98920 0.237
C 3.02270 -4.02030 0.97604 -0.582
C -0.55895 0.62512 -3.12219 -0.628
C 0.70979 3.09344 4.14283 -0.864
C -2.58110 3.63142 -0.56891 0.254
C 3.39823 -3.50525 -0.27495 -0.661
C 3.38248 1.06824 -0.56084 -0.627
C -2.30587 -2.17709 3.54978 -0.738
C -2.65766 5.96044 -1.50723 -0.797
C -4.82109 -1.60807 4.59454 -0.416
C 4.07917 1.40242 -1.72118 -0.931
C 0.87910 -2.51632 -4.57453 -0.007
C -4.43541 -0.88157 3.44399 0.337
C 1.69939 -3.76167 1.43499 -0.208
C 2.69453 1.11455 3.96172 -0.863
C 3.46705 1.40599 -2.96815 -1.053
C 2.43069 -2.79030 -1.02887 -0.022
C 1.12614 -2.57529 -0.55834 0.196
C 0.60199 2.20443 3.05336 0.156
C 0.46296 -4.73731 -5.38613 -0.409
C 0.29689 -2.80648 -3.34061 0.530
C 0.80571 -3.04849 0.74055 -0.312
C 2.82603 2.10700 4.89271 0.066
C -1.16431 3.65168 -0.84262 0.598
C 1.71527 1.22931 2.93962 0.958
C 1.82945 0.38056 1.77999 -0.794
C 1.82615 3.13843 4.95344 -0.401
C 1.00628 -3.48760 -5.56870 -0.656
C -0.15142 -4.13356 -3.13518 -0.689
C -0.05242 -5.06688 -4.13688 -0.553
C -4.05045 -2.54041 5.24623 -0.496
C -3.29090 4.80645 -1.07580 -0.953
H 1.37596 -4.18899 2.36440 0.414
H 1.92115 3.94855 5.67084 0.343
H -3.29225 6.74829 -1.82267 0.365
H 2.75859 -2.41179 -2.02298 0.143
H 3.83001 1.11745 0.42877 0.500
H 1.52286 -3.21753 -6.46454 0.404
H 3.65173 -4.65102 1.61150 0.339
H -0.18849 -2.97458 1.11228 0.363
H -4.29836 2.72657 0.43967 0.157
H -4.40484 -3.13927 6.13448 0.284
H 1.98087 1.82929 -5.02287 0.404
H 3.42772 0.32069 3.79892 0.368
H -1.30160 -2.35806 3.15800 0.254
H -5.90036 -1.55583 4.89020 0.259
H -4.74372 0.45231 2.19200 0.591
H -0.54937 1.42471 -5.14662 0.374
H -0.02354 3.93920 4.13484 0.231
H 4.42622 -3.55341 -0.62992 0.361
H -4.35337 4.73862 -1.02831 0.374
H 0.51847 4.84335 -1.57777 0.333
H 5.10421 1.65501 -1.67595 0.426
H 4.02382 1.74677 -3.88838 0.208
H 1.26873 -1.52829 -4.69427 0.268
H -2.18959 -3.60963 5.20803 0.342
H -1.29813 -1.95147 -1.20992 -0.339
H 0.50468 -5.40491 -6.24434 0.339
H -1.60672 0.66201 -2.92184 0.480
H 2.49672 -0.50282 1.92910 0.027
H -0.79758 6.80055 -2.08664 0.439
H -0.51456 -6.01426 -3.99554 0.372
H -0.64492 -4.52927 -2.22424 0.196
```

Values from the calculation:
E (eV): -173753.97047
Kohn-Sham gap (alpha / beta) (eV): 3.526 / 5.341
Relative energy (zero: lowest compared OMol25 entry of this formula, charge and spin) (eV): 0.464
Total charge: -2
Spin multiplicity: 4
⟨S²⟩: 3.96
F_max (eV/Å): 4.36
HOMO (alpha / beta) (eV): 0.51 / -1.32

***

Molecular formula: C42H31Cl2N12NaO4
Method: DFT, wB97M-V/def2-TZVPD

```
92
Properties=species:S:1:pos:R:3:nbo_charge:R:1
Cl 4.44995 3.00681 -4.82037 -0.064
Cl 2.53309 5.44222 -4.04166 -0.064
Na -0.36498 -0.11720 -0.77340 0.852
O -0.28573 3.93753 -0.13984 -0.744
O -3.32374 -2.52106 -2.86529 -0.692
O 1.45377 -2.29905 -2.87111 -0.706
O -2.00753 -1.26971 -1.14803 -0.739
N 5.17444 -5.86003 1.72803 -0.236
N -2.29838 -1.73683 1.10864 -0.511
N 2.65357 -0.43424 -0.25894 -0.415
N 3.18970 -5.90069 0.90481 -0.209
N -1.33636 -0.82433 1.32389 -0.193
N 1.02150 -5.05609 0.34006 -0.392
N 0.23365 -3.06584 -0.16992 -0.441
N 0.48003 1.12588 1.67950 -0.413
N -2.77706 1.43407 -0.30353 -0.389
N -0.38417 2.06268 -1.51233 -0.696
N 1.05375 -0.06315 -2.59888 -0.663
N 3.94107 -6.03277 2.01963 -0.023
C -2.27084 2.65647 -0.18028 0.149
C 0.35490 -5.18152 -0.87208 -0.145
C -2.53142 -1.91110 -0.19587 0.620
C 4.99213 -1.88502 -0.59978 -0.211
C 3.58513 -0.46499 0.68789 0.029
C 1.19200 1.97737 4.21389 -0.188
C -0.11517 0.59327 2.75382 0.161
C 3.03194 2.76095 -3.82635 -0.089
C 0.22164 1.00468 4.04910 -0.269
C -1.13544 -0.42002 2.51773 -0.039
C 1.48705 -3.19169 1.97286 -0.658
C 4.02007 -1.87020 -1.58271 -0.193
C 0.74506 2.31012 -2.24578 0.232
C -3.02655 3.71574 0.32829 -0.237
C -5.18613 -4.60487 0.18074 -0.313
C 4.84923 -5.13517 -2.29879 -0.198
C -4.22581 -3.65448 0.48681 -0.093
C -5.48750 -4.86487 -1.15240 -0.204
C 1.53455 1.19953 -2.69673 0.161
C 3.73991 -5.36742 -1.51393 -0.229
C 5.27335 -5.59043 0.38714 0.021
C 6.38276 -5.34133 -0.42424 -0.190
C -0.11215 -3.94298 -1.16823 -0.030
C -3.56770 -2.94371 -0.51256 -0.230
C -4.34050 3.49093 0.69547 -0.198
C 0.91106 -3.73685 0.71386 0.371
C 6.14876 -5.12332 -1.76412 -0.239
C 1.71598 -1.18234 -2.38969 0.603
C 2.85375 -1.13608 -1.37286 0.131
C 1.75483 -6.09189 0.98616 -0.024
C -4.02778 1.21833 0.07364 0.048
C 2.21515 3.81986 -3.47457 -0.097
C -4.85527 -4.16645 -2.16273 -0.289
C 1.38903 2.06998 1.84300 0.077
C 4.77106 -1.17369 0.57244 -0.280
C -3.89775 -3.19034 -1.86293 0.361
C 2.70463 1.47439 -3.42766 -0.299
C 1.79271 2.53207 3.09293 -0.284
C 3.98090 -5.60284 -0.16191 0.155
C -4.86223 2.20896 0.57386 -0.290
C -0.85271 2.93902 -0.63478 0.589
C 1.10235 3.59329 -2.67629 -0.284
H 1.47490 2.30458 5.20826 0.195
H -2.56112 4.68739 0.41903 0.233
H 1.11589 -3.73859 2.84397 0.207
H 1.80473 2.48443 0.92923 0.223
H 5.90316 -2.45533 -0.74043 0.203
H -4.38422 0.19644 -0.03899 0.190
H 0.47536 4.42496 -2.38978 0.233
H 1.19020 -2.14808 2.05145 0.265
H 5.49812 -1.16981 1.37488 0.202
H -2.68134 -1.87532 -2.40920 0.520
H -4.95406 4.30383 1.06915 0.191
H -3.95095 -3.43534 1.50919 0.227
H 1.52803 -6.14903 2.05092 0.224
H 6.98244 -4.91789 -2.42409 0.210
H 2.74059 -5.33362 -1.92778 0.254
H -6.21699 -5.62658 -1.40634 0.190
H -0.64677 -3.59923 -2.03750 0.244
H -1.72439 -0.79059 3.36208 0.148
H 4.70638 -4.94079 -3.35375 0.223
H 0.29701 -6.13053 -1.38052 0.201
H -0.27359 0.56068 4.90483 0.200
H 3.32368 0.64559 -3.74769 0.209
H 7.37720 -5.30710 0.00068 0.217
H 2.54636 3.30327 3.18029 0.205
H 4.13777 -2.42140 -2.50555 0.215
H 3.36280 0.11327 1.58071 0.190
H -5.09449 -4.34760 -3.20385 0.204
H 2.57928 -3.24619 1.96771 0.221
H -5.70770 -5.13362 0.97005 0.191
H -5.88221 1.98662 0.86154 0.197
H 1.48442 -7.03903 0.51803 0.202
```

Values from the calculation:
E (eV): -99593.48110
Kohn-Sham gap (eV): 4.902
Total charge: -2
Spin multiplicity: 1
F_max (eV/Å): 1.59
HOMO (eV): -1.15